Density functional theory data (ωB97M-V/def2-TZVPD) for a cluster of 2 separate species, C43H54Cl2FN4O2 in total.

Last columns: bonded neighbours and bond lengths (Å).
CARTESIAN COORDINATES (ANGSTROEM)
1 C -0.218 -3.265 -0.385  C2 1.520, H44 1.090, H45 1.099, H46 1.097
2 C 1.091 -3.303 -1.157  C1 1.520, C3 1.537, C4 1.524, C5 1.559
3 C 1.670 -4.712 -0.955  C2 1.537, H47 1.096, H48 1.095, H49 1.098
4 C 0.852 -3.106 -2.649  C2 1.524, H50 1.098, H51 1.098, H52 1.090
5 C 2.056 -2.194 -0.637  C2 1.559, C6 1.395, C14 1.430
6 C 3.150 -2.643 0.104  C5 1.395, C7 1.389, H53 1.090
7 C 4.322 -1.900 0.158  C6 1.389, C8 1.382, H54 1.088
8 C 4.307 -0.624 -0.373  C7 1.382, C9 1.399, H55 1.091
9 C 3.101 0.011 -0.686  C8 1.399, C10 1.554, C14 1.422
10 C 3.238 1.557 -0.773  C9 1.554, C11 1.515, C12 1.533, C13 1.538
11 C 1.965 2.309 -0.444  C10 1.515, H56 1.096, H57 1.101, H58 1.089
12 C 3.794 1.914 -2.156  C10 1.533, H59 1.097, H60 1.095, H61 1.098
13 C 4.249 2.063 0.270  C10 1.538, H62 1.094, H63 1.097, H64 1.095
14 C 1.950 -0.794 -0.906  C5 1.430, C9 1.422, N15 1.457
15 N 0.706 -0.203 -1.384  C14 1.457, C16 1.468, C33 1.385
16 C 0.553 0.436 -2.697  N15 1.468, C17 1.506, H65 1.096, H66 1.101
17 C -0.734 1.211 -2.587  C16 1.506, N18 1.469, H67 1.105, H68 1.096
18 N -1.361 0.711 -1.358  C17 1.469, C19 1.464, C33 1.391
19 C -2.781 0.986 -1.131  N18 1.464, C20 1.436, C28 1.432
20 C -3.760 0.266 -1.896  C19 1.436, C21 1.567, C25 1.394
21 C -3.545 -0.846 -2.979  C20 1.567, C22 1.543, C23 1.514, C24 1.536
22 C -4.703 -1.865 -2.994  C21 1.543, H69 1.095, H70 1.098, H71 1.096
23 C -2.328 -1.716 -2.745  C21 1.514, H72 1.085, H73 1.097, H74 1.100
24 C -3.532 -0.178 -4.363  C21 1.536, H75 1.095, H76 1.098, H77 1.098
25 C -5.104 0.616 -1.768  C20 1.394, C26 1.383, H78 1.090
26 C -5.539 1.503 -0.801  C25 1.383, C27 1.382, H79 1.091
27 C -4.600 2.211 -0.075  C26 1.382, C28 1.399, H80 1.092
28 C -3.226 2.052 -0.285  C19 1.432, C27 1.399, C29 1.564
29 C -2.382 3.210 0.344  C28 1.564, C30 1.539, C31 1.536, C32 1.505
30 C -2.978 3.660 1.689  C29 1.539, H81 1.099, H82 1.098, H83 1.096
31 C -2.355 4.379 -0.653  C29 1.536, H84 1.098, H85 1.097, H86 1.098
32 C -0.965 2.829 0.677  C29 1.505, H87 1.082, H88 1.100, H89 1.094
33 C -0.430 -0.009 -0.617  N15 1.385, N18 1.391, C34 1.398
34 C -0.404 -0.308 0.749  C33 1.398, C35 1.434, H90 1.092
35 C -1.558 -0.426 1.591  C34 1.434, C36 1.432, C43 1.434
36 C -2.821 -0.894 1.106  C35 1.432, C37 1.380, H91 1.096
37 C -3.960 -0.707 1.861  C36 1.380, C38 1.415, H92 1.092
38 C -3.853 -0.072 3.121  C37 1.415, N39 1.427, C42 1.417
39 N -4.983 0.645 3.619  C38 1.427, O40 1.253, O41 1.255
40 O -4.827 1.356 4.638  N39 1.253
41 O -6.064 0.564 2.988  N39 1.255
42 C -2.591 0.136 3.729  C38 1.417, C43 1.381, H93 1.088
43 C -1.451 -0.053 2.972  C35 1.434, C42 1.381, H94 1.098
44 H -0.704 -2.298 -0.510  C1 1.090
45 H -0.911 -4.042 -0.739  C1 1.099
46 H -0.039 -3.397 0.689  C1 1.097
47 H 2.664 -4.810 -1.406  C3 1.096
48 H 1.733 -4.965 0.109  C3 1.095
49 H 1.017 -5.462 -1.421  C3 1.098
50 H 1.797 -3.190 -3.201  C4 1.098
51 H 0.144 -3.848 -3.041  C4 1.098
52 H 0.448 -2.111 -2.839  C4 1.090
53 H 3.144 -3.624 0.577  C6 1.090
54 H 5.236 -2.315 0.578  C7 1.088
55 H 5.250 -0.082 -0.461  C8 1.091
56 H 1.602 2.024 0.551  C11 1.096
57 H 2.159 3.393 -0.423  C11 1.101
58 H 1.183 2.144 -1.184  C11 1.089
59 H 4.852 1.627 -2.202  C12 1.097
60 H 3.283 1.386 -2.969  C12 1.095
61 H 3.723 2.994 -2.341  C12 1.098
62 H 5.279 1.791 0.020  C13 1.094
63 H 4.220 3.159 0.317  C13 1.097
64 H 4.013 1.677 1.266  C13 1.095
65 H 1.417 1.066 -2.935  C16 1.096
66 H 0.498 -0.330 -3.487  C16 1.101
67 H -0.559 2.298 -2.491  C17 1.105
68 H -1.397 1.054 -3.446  C17 1.096
69 H -5.622 -1.468 -3.437  C22 1.095
70 H -4.413 -2.732 -3.604  C22 1.098
71 H -4.917 -2.230 -1.983  C22 1.096
72 H -1.405 -1.146 -2.699  C23 1.085
73 H -2.435 -2.295 -1.820  C23 1.097
74 H -2.229 -2.438 -3.569  C23 1.100
75 H -2.840 0.668 -4.423  C24 1.095
76 H -3.258 -0.905 -5.140  C24 1.098
77 H -4.534 0.207 -4.593  C24 1.098
78 H -5.849 0.166 -2.425  C25 1.090
79 H -6.604 1.669 -0.638  C26 1.091
80 H -4.974 2.931 0.656  C27 1.092
81 H -3.239 2.782 2.296  C30 1.099
82 H -2.239 4.235 2.263  C30 1.098
83 H -3.866 4.292 1.574  C30 1.096
84 H -1.913 4.062 -1.607  C31 1.098
85 H -3.366 4.753 -0.857  C31 1.097
86 H -1.753 5.211 -0.263  C31 1.098
87 H -0.447 2.478 -0.206  C32 1.082
88 H -0.425 3.708 1.058  C32 1.100
89 H -0.926 2.043 1.436  C32 1.094
90 H 0.583 -0.455 1.192  C34 1.092
91 H -2.880 -1.379 0.125  C36 1.096
92 H -4.953 -0.964 1.486  C37 1.092
93 H -2.561 0.495 4.755  C42 1.088
94 H -0.454 0.131 3.395  C43 1.098
95 Cl 4.189 -2.935 3.443  C96 1.704
96 C 5.338 -1.932 4.205  Cl95 1.704, N97 1.352, C103 1.392
97 N 5.144 -0.595 4.190  C96 1.352, F98 1.481, C99 1.354
98 F 3.951 -0.062 3.492  N97 1.481
99 C 5.958 0.255 4.860  N97 1.354, Cl100 1.702, C101 1.391
100 Cl 5.597 1.918 4.850  C99 1.702
101 C 7.063 -0.245 5.542  C99 1.391, C102 1.390, H104 1.088
102 C 7.325 -1.611 5.520  C101 1.390, C103 1.393, H105 1.081
103 C 6.456 -2.463 4.842  C96 1.392, C102 1.393, H106 1.084
104 H 7.696 0.456 6.082  C101 1.088
105 H 8.188 -2.010 6.033  C102 1.081
106 H 6.607 -3.536 4.796  C103 1.084

Energy relative to the best compared isomer or geometry (same formula, charge and spin): 0.0000 eV
Net charge: +1
Molar mass: 748.8 g/mol
Multiplicity: 1